Record 1
The following is a quantum chemistry calculation of a 9-piece molecular cluster, C6H31N2O8 overall in a non-equilibrium geometry, from OMol25.

As for the HOMO energy: -0.4022 hartree. The frontier orbital gap is 8.2 eV. The LUMO energy comes out at -2.73 eV. Its charge is +1. For the energy relative to the best compared isomer or geometry (same formula, charge and spin), the calculation gives 259.25 kJ/mol.

CARTESIAN COORDINATES (ANGSTROEM)
C1 -0.61 2.08 -1.31
C2 -0.36 0.58 -1.21
C3 1.08 0.16 -1.09
C4 1.44 -0.96 -0.47
N1 2.78 -1.39 -0.42
C5 2.16 1.08 -1.68
C6 2.21 0.91 -3.23
N2 -2.03 2.34 -0.85
H1 0.07 2.51 -0.62
H2 -0.63 2.42 -2.33
H3 -0.88 0.28 -0.30
H4 -0.94 0.05 -1.97
H5 0.78 -1.63 0.02
H6 3.28 -1.11 -1.25
H7 2.90 -2.38 -0.32
H8 3.10 0.89 -1.20
H9 1.81 2.08 -1.47
H10 2.17 1.86 -3.76
H11 3.25 0.66 -3.41
H12 1.49 0.26 -3.71
H13 -2.71 1.59 -0.99
H14 -1.93 2.64 0.17
H15 -2.44 3.13 -1.36
H16 -1.16 -2.33 -1.91
H17 -0.06 -3.26 -1.44
O1 -0.82 -2.74 -1.13
H18 -0.74 -3.22 2.79
H19 0.63 -3.62 3.48
O2 0.14 -2.89 3.06
H20 -1.09 1.75 1.83
H21 -1.00 3.28 1.90
O3 -1.60 2.56 1.67
H22 -1.81 -2.69 0.73
H23 -2.70 -2.12 1.82
O4 -2.19 -2.89 1.59
H24 3.13 -0.48 1.45
H25 2.84 -0.78 2.97
O5 3.31 -0.20 2.37
H26 0.70 0.44 1.71
H27 1.81 1.54 1.84
O6 0.87 1.38 1.63
H28 -4.20 -0.47 -0.97
H29 -3.23 -0.76 0.20
O7 -3.35 -0.25 -0.61
H30 -2.44 0.45 2.56
H31 -1.29 -0.62 2.96
O8 -1.75 -0.14 2.25

=====

Record 2
The following is a quantum chemistry calculation of a 9-piece molecular cluster, C6H32N2O8 overall in a non-equilibrium geometry, from OMol25.

As for the HOMO energy (alpha / beta): -0.4845 / -0.4738 hartree. The multiplicity is 2. The frontier orbital gap (alpha / beta) is 10.3 / 5.1 eV. Its expectation value of S² is 0.7550. The LUMO energy (alpha / beta) comes out at -2.85 / -7.77 eV. Its charge is +1. For the energy relative to the best compared isomer or geometry (same formula, charge and spin), the calculation gives 0.00 kJ/mol.

CARTESIAN COORDINATES (ANGSTROEM)
C1 0.66 -1.78 0.48
C2 0.04 -0.50 -0.10
N1 -1.38 -0.40 0.21
C3 -2.25 -1.52 -0.17
C4 -1.38 2.13 0.47
C5 -2.03 0.92 -0.17
C6 -2.15 1.13 -1.69
N2 -0.92 1.51 -2.32
H1 0.21 -1.92 1.46
H2 1.74 -1.75 0.47
H3 0.34 -2.65 -0.10
H4 0.53 0.39 0.31
H5 0.25 -0.31 -1.17
H6 -1.85 -2.51 0.04
H7 -3.20 -1.42 0.37
H8 -2.49 -1.35 -1.22
H9 -1.81 3.07 0.14
H10 -0.30 2.15 0.30
H11 -1.39 2.17 1.56
H12 -3.03 0.82 0.26
H13 -3.01 1.82 -1.80
H14 -2.52 0.22 -2.20
H15 -0.92 1.90 -3.25
H16 -0.20 1.80 -1.68
H17 2.22 1.33 -0.69
H18 2.67 2.25 -1.79
O1 2.02 1.57 -1.61
H19 3.52 1.84 1.46
H20 2.03 1.27 1.69
O2 2.73 1.46 1.05
H21 3.13 -2.15 -1.78
H22 2.21 -1.04 -1.73
O3 2.25 -1.91 -2.13
H23 3.65 -0.40 0.32
H24 4.07 -1.70 1.06
O4 4.24 -1.16 0.27
H25 -1.51 -1.92 3.40
H26 -2.14 -2.14 2.05
O5 -2.12 -2.51 2.94
H27 1.16 -0.30 3.02
H28 0.19 0.94 3.38
O6 0.99 0.64 2.93
H29 -1.47 0.04 2.32
H30 -2.50 0.26 3.52
O7 -1.57 0.22 3.26
H31 -0.04 0.12 -3.84
H32 0.91 -0.72 -4.64
O8 0.40 0.11 -4.69

=====

Record 3
The following is a quantum chemistry calculation of a 9-piece molecular cluster, C6H32NO9 overall in a non-equilibrium geometry, from OMol25.

As for the HOMO energy: -0.4925 hartree. The frontier orbital gap is 10.7 eV. The LUMO energy comes out at -2.67 eV. Its charge is +1. For the energy relative to the best compared isomer or geometry (same formula, charge and spin), the calculation gives 182.28 kJ/mol.

CARTESIAN COORDINATES (ANGSTROEM)
C1 -0.67 2.76 -1.75
O1 -0.53 2.44 -3.14
C2 -1.06 1.46 -0.99
C3 -2.56 1.14 -1.18
C4 -3.36 1.96 -0.21
C5 -3.94 1.14 1.01
C6 -4.29 -0.38 0.67
N1 -0.13 0.42 -1.50
H1 -1.64 3.29 -1.65
H2 0.23 3.29 -1.50
H3 -0.22 3.19 -3.65
H4 -0.86 1.47 0.11
H5 -2.68 -0.02 -1.18
H6 -2.90 1.14 -2.22
H7 -4.29 2.46 -0.51
H8 -2.78 2.74 0.43
H9 -3.38 1.16 1.99
H10 -4.85 1.71 1.23
H11 -3.39 -1.07 0.42
H12 -4.75 -0.74 1.65
H13 -5.04 -0.32 -0.12
H14 0.46 0.68 -2.32
H15 0.71 0.36 -0.84
H16 -0.55 -0.51 -1.66
H17 2.65 -1.73 -1.27
H18 3.70 -2.65 -1.97
O2 3.48 -1.73 -1.73
H19 2.55 0.73 1.33
H20 3.19 0.14 -0.09
O3 2.40 0.38 0.42
H21 2.70 -1.85 2.01
H22 1.82 -2.95 2.45
O4 2.49 -2.75 1.80
H23 -0.45 -2.00 -0.10
H24 -0.56 -3.51 -0.62
O5 -0.86 -2.62 -0.74
H25 2.98 0.63 -3.55
H26 3.25 -0.90 -3.60
O6 2.59 -0.24 -3.44
H27 1.76 -0.34 3.84
H28 3.32 -0.20 3.61
O7 2.44 -0.04 3.23
H29 -0.34 -1.12 4.85
H30 0.46 0.16 4.91
O8 0.54 -0.78 5.08
H31 0.41 -1.99 1.57
H32 1.23 -0.73 1.14
O9 0.35 -1.14 1.10

=====

Record 4
The following is a quantum chemistry calculation of C6H32O10 as an isolated structure in a non-equilibrium geometry, from OMol25.

As for the HOMO energy: -0.2847 hartree. The frontier orbital gap is 7.2 eV. The LUMO energy comes out at -0.58 eV. For the energy relative to the best compared isomer or geometry (same formula, charge and spin), the calculation gives 2700.40 kJ/mol.

CARTESIAN COORDINATES (ANGSTROEM)
C1 -21.99 31.97 -14.25
O1 -20.65 31.65 -14.59
H1 -22.14 33.04 -14.19
H2 -22.58 31.69 -15.13
H3 -22.37 31.40 -13.41
H4 -20.39 32.32 -15.23
C2 -25.84 31.59 -15.61
O2 -26.28 30.27 -16.03
H5 -26.50 32.07 -14.88
H6 -24.91 31.35 -15.09
H7 -25.68 32.36 -16.37
H8 -27.21 30.33 -16.26
C3 -21.35 28.87 -15.40
O3 -20.93 29.18 -16.76
H9 -20.52 28.93 -14.70
H10 -22.14 29.56 -15.09
H11 -21.76 27.86 -15.34
H12 -20.10 28.71 -16.85
C4 -26.13 27.81 -13.57
O4 -24.93 28.45 -13.42
H13 -26.00 26.73 -13.69
H14 -26.69 27.90 -12.64
H15 -26.71 28.20 -14.40
H16 -24.73 28.83 -14.28
C5 -23.64 30.14 -17.67
C6 -22.94 30.83 -16.47
O5 -21.61 31.12 -16.84
H17 -23.27 29.16 -17.98
H18 -23.52 30.82 -18.51
H19 -24.70 30.10 -17.45
H20 -23.02 30.18 -15.60
H21 -23.44 31.76 -16.19
H22 -21.16 30.30 -16.65
O6 -24.77 29.28 -15.29
H23 -25.50 29.88 -15.39
H24 -24.84 28.68 -16.04
O7 -23.42 29.81 -14.01
H25 -23.89 29.39 -14.73
H26 -23.78 30.70 -13.98
O8 -21.96 29.63 -12.55
H27 -22.57 29.38 -11.85
H28 -22.50 29.65 -13.34
O9 -25.02 29.99 -12.29
H29 -24.98 30.77 -12.84
H30 -25.07 29.26 -12.91
O10 -24.69 31.59 -13.42
H31 -24.88 32.30 -14.04
H32 -24.71 32.00 -12.56

=====

Record 5
The following is a quantum chemistry calculation of a 11-piece molecular cluster, C6H32O12 overall in a non-equilibrium geometry, from OMol25.

As for the HOMO energy: -0.3748 hartree. The frontier orbital gap is 10.4 eV. As for the SMILES: CC(C)CCC(=O)O.O.O.O.O.O.O.O.O.O.O. The LUMO energy comes out at 0.23 eV. For the energy relative to the best compared isomer or geometry (same formula, charge and spin), the calculation gives 395.59 kJ/mol.

CARTESIAN COORDINATES (ANGSTROEM)
C1 0.92 0.10 2.50
C2 0.25 -0.83 1.60
C3 0.91 -2.27 1.74
C4 0.30 -0.47 0.00
C5 -0.85 0.43 -0.37
C6 -0.55 1.91 -0.40
O1 -1.30 2.70 0.11
O2 0.63 2.40 -0.82
H1 1.95 0.46 2.44
H2 0.58 1.13 2.10
H3 0.63 0.00 3.62
H4 -0.85 -0.88 1.59
H5 0.42 -2.91 1.00
H6 0.62 -2.63 2.68
H7 2.04 -2.15 1.75
H8 1.20 0.00 -0.33
H9 0.18 -1.36 -0.81
H10 -1.36 0.10 -1.30
H11 -1.75 0.13 0.41
H12 1.08 1.98 -1.57
O3 -2.21 -1.46 -1.90
H13 -2.99 -1.83 -2.30
H14 -2.25 -1.71 -1.03
O4 -2.57 1.39 1.84
H15 -2.07 1.94 1.25
H16 -2.37 1.63 2.69
O5 4.69 0.09 -0.89
H17 4.17 -0.43 -0.26
H18 4.10 0.25 -1.68
O6 2.88 2.05 -0.27
H19 2.38 2.24 0.42
H20 3.57 1.42 -0.10
O7 2.86 -1.13 -2.53
H21 2.04 -1.58 -2.71
H22 3.55 -1.45 -3.08
O8 -3.66 -0.97 1.24
H23 -3.64 -1.48 2.02
H24 -3.32 -0.13 1.51
O9 -0.72 2.28 3.34
H25 -0.02 2.56 2.64
H26 -0.87 3.00 3.94
O10 0.20 -1.74 -3.18
H27 -0.38 -2.47 -3.29
H28 -0.40 -1.11 -2.72
O11 -4.86 -1.19 -1.11
H29 -4.78 -1.43 -0.21
H30 -4.68 -0.23 -1.14
O12 1.82 1.37 -3.03
H31 2.40 1.80 -2.44
H32 2.07 0.51 -2.95

=====

What did the third record say?
The following is a quantum chemistry calculation of a 9-piece molecular cluster, C6H32NO9 overall in a non-equilibrium geometry, from OMol25.

As for the HOMO energy: -0.4925 hartree. The frontier orbital gap is 10.7 eV. The LUMO energy comes out at -2.67 eV. Its charge is +1. For the energy relative to the best compared isomer or geometry (same formula, charge and spin), the calculation gives 182.28 kJ/mol.

CARTESIAN COORDINATES (ANGSTROEM)
C1 -0.67 2.76 -1.75
O1 -0.53 2.44 -3.14
C2 -1.06 1.46 -0.99
C3 -2.56 1.14 -1.18
C4 -3.36 1.96 -0.21
C5 -3.94 1.14 1.01
C6 -4.29 -0.38 0.67
N1 -0.13 0.42 -1.50
H1 -1.64 3.29 -1.65
H2 0.23 3.29 -1.50
H3 -0.22 3.19 -3.65
H4 -0.86 1.47 0.11
H5 -2.68 -0.02 -1.18
H6 -2.90 1.14 -2.22
H7 -4.29 2.46 -0.51
H8 -2.78 2.74 0.43
H9 -3.38 1.16 1.99
H10 -4.85 1.71 1.23
H11 -3.39 -1.07 0.42
H12 -4.75 -0.74 1.65
H13 -5.04 -0.32 -0.12
H14 0.46 0.68 -2.32
H15 0.71 0.36 -0.84
H16 -0.55 -0.51 -1.66
H17 2.65 -1.73 -1.27
H18 3.70 -2.65 -1.97
O2 3.48 -1.73 -1.73
H19 2.55 0.73 1.33
H20 3.19 0.14 -0.09
O3 2.40 0.38 0.42
H21 2.70 -1.85 2.01
H22 1.82 -2.95 2.45
O4 2.49 -2.75 1.80
H23 -0.45 -2.00 -0.10
H24 -0.56 -3.51 -0.62
O5 -0.86 -2.62 -0.74
H25 2.98 0.63 -3.55
H26 3.25 -0.90 -3.60
O6 2.59 -0.24 -3.44
H27 1.76 -0.34 3.84
H28 3.32 -0.20 3.61
O7 2.44 -0.04 3.23
H29 -0.34 -1.12 4.85
H30 0.46 0.16 4.91
O8 0.54 -0.78 5.08
H31 0.41 -1.99 1.57
H32 1.23 -0.73 1.14
O9 0.35 -1.14 1.10

=====

Q: Number 3 is which compound?
A: C6H32NO9

=====

Q: Which value of energy relative to the best compared isomer or geometry (same formula, charge and spin) does entry 1 give?
A: 259.25 kJ/mol